(1)
{
  "formula": "C3H6F2O7S2",
  "method": "ωB97M-V with the def2-TZVPD basis set",
  "elements": ["C", "O", "C", "O", "O", "F", "H", "H", "S", "C", "H", "S", "F", "O", "O", "H", "O", "O", "H", "H"],
  "positions_angstrom": [[2.716538, 1.454557, 4.272990], [2.348303, 2.521739, 3.946162], [-0.843241, -0.433858, -2.274350], [1.021874, -1.310002, 0.805457], [-0.528672, 0.776849, -1.512648], [2.159430, 0.775207, 5.245316], [-1.248832, -1.057530, 2.124187], [-1.835708, -0.760333, -2.177071], [0.738725, -0.376340, 1.866177], [0.302344, 1.191946, 1.038945], [-0.046466, 1.729054, 1.909371], [-1.135485, 0.909100, -0.053337], [3.882875, 0.842384, 3.972966], [1.768268, -0.095955, 2.772924], [-1.729428, -0.394484, 0.294567], [1.215496, 1.532841, 0.667497], [-0.533200, -0.782624, 2.639715], [-1.942166, 2.046955, 0.149076], [-0.064537, -1.100145, -1.845461], [-0.698271, -0.164543, -3.404941]],
  "forces_ev_per_a": [[1.27, 0.25, 1.13], [0.34, -0.49, -0.75], [2.74, 0.54, -1.62], [-0.36, 0.28, 0.67], [-0.91, 1.04, 0.74], [-0.05, -0.42, -0.07], [-1.97, -0.75, -2.06], [-1.19, -0.38, 0.60], [-0.04, -1.00, -4.06], [-1.66, -2.37, 1.58], [-0.24, 0.92, -0.24], [-0.02, -2.49, 0.77], [-1.36, 0.87, -0.02], [0.67, 0.35, 1.49], [0.84, 1.74, -0.58], [1.15, 0.81, -1.05], [1.97, 0.88, 2.81], [-0.36, 1.00, -0.66], [-0.92, -0.35, -1.01], [0.12, -0.42, 2.32]],
  "smiles": "COS(=O)(=O)CS(=O)(=O)O.O=C(F)F",
  "homo_lumo_gap_ha": 0.4485
}

=====

(2)
{
  "formula": "C16H24ClHoN2O8P2",
  "method": "ωB97M-V with the def2-TZVPD basis set",
  "elements": ["H", "O", "H", "H", "C", "Ho", "Cl", "H", "O", "C", "H", "P", "O", "H", "O", "H", "O", "H", "H", "N", "H", "H", "H", "C", "C", "C", "C", "H", "H", "C", "H", "H", "C", "N", "C", "H", "H", "P", "C", "H", "C", "C", "H", "C", "C", "H", "O", "O", "C", "C", "H", "H", "H", "O"],
  "positions_angstrom": [[3.663148, -0.991887, 0.921389], [-3.676566, 5.175805, 3.755461], [0.660071, -3.583249, 1.450001], [-3.163204, 0.660269, -1.558622], [-2.760612, 0.522431, -2.569776], [0.945392, -0.142192, -0.552742], [2.685479, 0.030015, -2.387817], [2.739414, -2.300414, -4.134617], [-2.093254, -2.059817, -0.816448], [1.735917, -2.183987, -4.575956], [-2.711452, 3.543855, 5.414466], [-0.955521, 0.749744, -2.549450], [-0.058806, -2.877476, -2.900298], [-2.996472, -0.493509, -2.910041], [0.576182, 1.689725, 0.657134], [0.435299, 1.005435, -4.532985], [-3.241153, 4.688757, 1.662424], [-1.364120, 2.749434, -1.177411], [4.096914, -2.825004, -1.629524], [-3.115970, 4.473719, 2.889799], [4.138513, -4.032693, -0.294945], [3.924677, -2.654895, 1.537453], [-0.227243, 0.205893, 4.208918], [0.186802, 0.992478, 1.679238], [-0.748722, 1.127291, 3.964456], [-0.849508, 2.531890, -2.121871], [3.500877, -3.533200, -1.039339], [-1.309139, 3.104869, -2.934784], [-0.900747, -0.145372, -4.824964], [-1.400689, 1.877294, 4.965363], [3.052929, -4.280184, -1.707395], [0.200661, 2.830713, -2.017426], [-0.731592, 1.617859, 2.661548], [-1.121626, 1.574577, 6.344542], [-2.189807, 2.989308, 4.641971], [-3.221986, 1.249025, -3.253326], [1.586636, -1.108878, -4.792478], [2.190843, -2.639565, -0.145308], [-1.076538, -1.506736, -0.769165], [2.107146, -4.624972, 1.218279], [-1.545392, 2.702578, 2.300447], [-2.276946, 3.376754, 3.297696], [0.804267, -4.592540, -0.021493], [1.358370, -3.999755, 0.714827], [0.797541, -2.579159, -3.626697], [2.507144, -1.686240, 2.090914], [-0.459274, 0.547415, 6.604608], [-1.526358, 2.352648, 7.232665], [3.165916, -1.918840, 1.244269], [-0.627949, 0.806779, -4.351071], [-1.233523, 1.612026, -4.791589], [1.646157, -2.798910, -5.487302], [-1.628013, 3.022255, 1.263773], [0.505889, -0.251367, 1.753202]],
  "forces_ev_per_a": [[0.07, -0.23, 0.16], [1.43, -1.89, -1.45], [0.10, -0.21, -0.09], [-0.03, -0.03, -0.25], [-0.11, -0.36, 0.19], [0.80, 0.88, 0.07], [-0.30, -0.11, 0.10], [-0.10, 0.04, -0.04], [3.94, 2.15, 0.09], [1.05, 0.22, -0.75], [0.10, -0.02, -0.05], [-0.64, 1.26, -0.63], [4.18, 1.17, -3.41], [-0.13, 0.23, 0.07], [-0.27, -0.83, 0.51], [-0.21, 0.09, -0.02], [0.45, -0.74, 2.15], [0.12, -0.11, -0.25], [-0.01, -0.23, 0.17], [-2.15, 2.95, -0.79], [-0.19, 0.07, -0.35], [-0.12, 0.27, 0.04], [0.10, 0.35, 0.16], [-0.47, -0.32, -0.52], [-0.13, 0.48, 0.72], [0.31, 0.00, 0.10], [-0.01, 0.25, -0.47], [0.06, -0.03, 0.20], [-0.05, 0.20, 0.04], [0.07, 0.37, -1.87], [0.19, 0.05, 0.14], [-0.21, 0.08, -0.04], [-0.37, 0.14, 0.24], [0.41, -0.88, 3.77], [0.28, -0.07, -0.23], [0.16, -0.18, 0.23], [-0.04, -0.28, 0.13], [0.50, -0.50, 1.10], [-4.66, -2.82, 0.47], [-0.27, 0.08, -0.09], [-0.03, 0.36, 0.55], [1.02, -1.73, -0.08], [0.03, -0.07, 0.27], [-0.24, -0.02, -0.06], [-4.61, -1.31, 3.39], [0.20, -0.11, -0.22], [-1.20, 1.78, -1.03], [0.56, -1.26, -2.29], [-0.11, 0.26, -0.16], [0.42, -0.24, -0.01], [0.19, -0.29, 0.08], [-0.13, 0.02, 0.19], [0.15, 0.11, 0.37], [-0.09, 1.04, -0.55]],
  "homo_lumo_gap_ha": 0.2442,
  "multiplicity": 5,
  "total_charge": 2
}

=====

(3)
{
  "formula": "C10H17N3O",
  "method": "ωB97M-V with the def2-TZVPD basis set",
  "elements": ["H", "H", "H", "H", "N", "H", "C", "C", "H", "H", "C", "N", "H", "H", "H", "H", "N", "C", "H", "H", "H", "C", "H", "C", "C", "H", "O", "C", "H", "C", "C"],
  "positions_angstrom": [[-2.415046, -1.507574, -1.784135], [2.426430, 2.052599, -1.651371], [1.884329, -0.994331, 2.390691], [2.394287, -2.894608, 0.789360], [-4.058543, -0.942824, 0.136577], [-4.486541, -1.230249, -0.716597], [0.083687, 0.284169, -0.069231], [-2.187965, 0.307331, 1.073599], [2.271188, 0.381430, -1.596195], [2.512454, 0.582663, 1.729352], [1.554212, -0.058864, 1.788805], [1.895747, 1.261227, -1.361248], [-2.935657, 0.615913, 1.735800], [0.773054, 0.374175, 2.390905], [-0.503262, 2.958231, -0.921816], [1.060382, -3.159938, -0.500134], [0.982875, -0.742413, 0.517902], [2.092391, -2.735730, -0.264158], [-4.502230, -0.933586, 1.050306], [0.112223, -0.944271, -1.924654], [2.679421, -3.090010, -1.119987], [-0.919096, 0.753269, 0.917457], [1.069462, 3.592364, -1.252187], [-1.912715, -0.849912, -1.037411], [-2.812230, -0.512492, 0.073744], [-0.531261, 1.561469, 1.560649], [1.891580, -1.310431, -0.329947], [0.892362, 1.511460, -0.612879], [0.781597, 3.206424, 0.608012], [0.528483, 2.961064, -0.461650], [-0.621618, -0.496543, -1.159557]],
  "forces_ev_per_a": [[0.88, 0.44, 0.36], [0.59, 0.58, -0.54], [-0.31, 1.76, -0.67], [0.24, -0.87, -1.01], [2.41, 1.06, 0.66], [-0.73, -0.74, -0.23], [0.16, -0.49, -1.86], [0.67, -0.26, -1.02], [0.29, -1.71, 0.01], [-1.65, -0.71, -0.53], [2.89, -3.60, 0.37], [-0.04, 0.94, 0.37], [-0.17, 1.20, 1.72], [-0.14, 0.14, -0.16], [0.35, 0.57, 1.60], [1.20, 0.01, 0.84], [-1.14, 1.54, 3.51], [-3.19, -0.37, 0.75], [-0.63, 0.11, -0.47], [-1.71, 0.68, 0.99], [0.59, 0.65, 0.73], [-0.75, 0.70, 1.69], [-0.22, -0.81, 1.58], [-1.28, -0.87, -1.69], [1.51, -0.54, -0.90], [-0.75, -0.53, -0.12], [1.59, 2.20, -1.91], [-0.41, -0.46, -0.88], [-1.07, 0.53, -1.10], [0.19, -0.54, -1.32], [0.63, -0.62, -0.77]],
  "smiles": "CON(C)C1(C(C)=[NH2+])C=CC(=[NH2+])C=C1",
  "homo_lumo_gap_ha": 0.2698,
  "total_charge": 2
}

=====

(4)
{
  "formula": "C22H36BO12RbS2Sn",
  "method": "ωB97M-V with the def2-TZVPD basis set",
  "elements": ["H", "C", "O", "S", "H", "H", "H", "C", "C", "C", "C", "H", "B", "O", "C", "H", "C", "C", "O", "C", "O", "H", "Sn", "O", "H", "H", "H", "H", "H", "H", "H", "H", "C", "H", "H", "H", "O", "H", "H", "H", "C", "O", "H", "O", "S", "H", "C", "H", "C", "C", "H", "C", "H", "H", "C", "O", "O", "C", "H", "H", "H", "C", "H", "H", "H", "H", "C", "C", "H", "C", "C", "O", "Rb", "O", "H"],
  "positions_angstrom": [[19.802340, -15.049870, -12.654260], [19.986500, -12.651160, -21.705290], [19.194040, -14.283660, -23.385260], [23.480260, -8.883340, -18.517690], [15.424320, -11.930510, -14.757040], [24.791180, -7.571250, -19.830890], [23.182100, -7.677970, -20.616340], [16.833220, -11.107060, -16.279730], [16.094290, -12.160190, -15.572380], [23.715830, -7.460980, -19.691050], [15.325360, -11.331290, -12.110290], [16.572470, -8.466510, -12.556560], [11.648370, -10.704050, -14.613410], [14.267310, -11.981500, -12.030380], [17.964750, -13.082890, -17.682900], [20.293060, -15.915110, -14.082020], [17.972940, -11.689140, -17.331390], [21.366170, -12.900250, -13.148750], [15.487760, -14.310850, -15.241610], [20.332280, -14.938170, -13.600180], [17.232620, -15.098050, -17.487170], [18.525270, -14.207340, -14.356350], [14.086650, -8.706460, -15.523860], [23.856760, -14.518660, -16.749030], [20.855890, -13.289880, -21.549420], [17.253040, -9.636320, -13.650760], [21.697750, -15.928560, -17.878550], [21.154950, -11.096540, -22.750880], [21.195030, -8.414270, -19.049720], [20.433910, -10.667420, -21.213900], [21.581730, -7.628660, -17.605870], [19.254420, -12.702370, -20.899350], [21.725410, -8.583000, -18.112530], [21.326150, -12.933380, -18.752030], [16.595880, -11.757390, -10.315200], [21.226170, -9.388930, -17.574620], [15.444900, -10.237890, -12.912640], [18.402990, -10.213790, -11.646690], [19.844100, -11.706160, -13.934830], [21.280820, -15.774500, -16.147720], [22.321680, -13.364630, -18.647010], [18.811070, -12.088560, -23.525840], [12.578550, -11.107490, -14.982530], [22.272970, -12.088730, -12.845960], [22.468960, -13.875280, -16.875410], [10.918810, -11.446280, -14.328680], [19.008810, -10.916460, -22.831590], [19.918630, -13.695090, -15.308790], [20.258010, -11.210980, -22.142180], [16.631840, -11.500740, -11.373950], [18.081540, -10.888360, -22.259330], [16.151590, -13.466750, -15.931190], [11.918300, -10.120280, -13.747040], [19.080720, -10.022530, -23.451130], [16.649840, -9.536710, -12.748360], [18.722220, -10.774070, -17.762350], [21.580390, -14.263520, -13.238870], [21.316430, -15.259090, -17.107510], [18.628810, -13.330900, -18.497710], [20.307860, -15.033810, -17.454130], [22.492020, -14.202190, -19.323450], [17.092790, -13.894650, -16.997530], [17.221260, -12.294540, -11.832830], [23.072110, -12.605930, -18.869090], [23.466430, -6.592870, -19.080890], [17.138830, -9.528840, -10.677900], [17.319030, -10.170060, -11.540720], [19.847240, -12.670810, -13.427350], [19.382590, -12.617770, -12.442770], [19.561950, -13.876230, -14.294850], [19.313010, -13.118880, -22.935100], [23.560100, -10.071530, -19.366980], [17.463690, -8.146200, -18.421840], [16.720550, -9.946170, -15.972940], [11.243620, -10.026100, -15.348800]],
  "forces_ev_per_a": [[0.05, -0.54, 0.29], [1.03, -0.48, -0.56], [0.39, 3.58, 1.34], [-0.26, 1.17, 0.27], [-0.15, 0.29, 0.04], [-0.04, 0.50, -0.29], [-0.19, 0.33, 0.21], [-0.15, -8.31, 0.52], [1.07, 5.04, -1.11], [0.26, -1.38, 1.50], [-3.47, -2.29, 1.14], [-0.90, 0.08, -0.14], [0.50, 1.51, -0.35], [3.85, 2.31, -0.50], [0.42, 6.04, 1.15], [1.28, 0.22, -0.15], [-0.79, 0.68, 0.19], [2.09, 0.91, 1.05], [1.61, 1.46, -2.01], [-0.56, 1.00, 1.44], [-1.86, 2.01, 2.77], [-0.19, 0.33, -0.05], [-0.59, -2.95, 1.17], [-2.03, 0.93, 0.03], [-0.12, 0.21, 0.46], [-0.09, -0.22, -0.11], [0.49, 0.01, 0.20], [-0.22, -0.17, -0.24], [-0.02, -0.41, -0.37], [0.01, 0.59, -0.16], [0.47, -0.05, 0.50], [0.21, 0.01, 0.28], [-0.53, 0.59, -0.72], [-0.07, -0.02, -0.16], [-0.73, -0.16, -0.19], [0.42, -0.14, 0.05], [-1.43, 0.70, -0.74], [-0.05, -0.18, -0.10], [-0.60, 0.02, 0.07], [-0.05, -0.09, -0.14], [0.22, 0.37, 0.60], [-1.80, 0.03, -4.20], [4.55, -2.24, -1.85], [-3.39, -2.93, -1.13], [1.71, -1.20, -1.58], [-2.38, -3.00, 0.79], [-0.89, 1.38, 0.04], [0.01, 0.02, -0.02], [1.48, 0.00, 3.43], [0.75, -0.28, 0.29], [0.26, 0.88, 0.93], [-1.51, -4.76, 2.17], [1.15, 2.60, 3.80], [-0.25, -0.33, -0.49], [1.77, -0.13, 0.05], [-0.16, 0.16, -0.40], [0.44, 0.21, -0.45], [-0.03, -0.50, 0.12], [-0.12, -0.64, 0.20], [-0.09, 0.63, 0.35], [-0.15, -0.19, 0.28], [1.51, -5.94, -3.94], [-0.23, -0.14, -0.30], [-0.06, 0.10, 0.24], [-0.02, 0.33, -0.65], [-0.09, -0.11, 0.14], [0.60, 0.70, 0.36], [2.18, 0.78, -0.42], [-0.33, -0.13, -0.12], [-1.15, 0.14, -0.54], [-0.08, -5.72, -0.76], [-0.18, -1.03, -0.53], [0.42, -0.80, 0.27], [-1.32, 5.68, -0.01], [-1.91, 2.97, -3.26]],
  "homo_lumo_gap_ha": 0.1071
}

=====

| no. | HOMO energy (eV) | LUMO (eV) | largest force on an atom (eV/A) |
| --- | --- | --- | --- |
| 1 | -11.7 | 0.462 | 4.2 |
| 2 | -15.1 | -8.486 | 5.9 |
| 3 | -16.2 | -8.885 | 4.6 |
| 4 | -7.4 | -4.437 | 8.3 |